No. 1
This record from the Open Molecules 2025 dataset describes the molecule C4H5NO. The level of theory is ωB97M-V/def2-TZVPD.

Results
spin multiplicity = 1
F_max = 3.8 eV/Å
HOMO level = -8.4033 eV
relative energy (zero: lowest compared OMol25 entry of this formula, charge and spin) = 123.34 kcal/mol
E_LUMO = 0.11 eV

```
11
Properties=species:S:1:pos:R:3:forces:R:3
C -0.40264 -0.71802 0.34337 -1.5 -1.6 1.1
C -0.47689 -1.52212 1.37469 -1.7 3.3 0.0
C 0.14469 1.22489 -1.00033 1.7 -0.7 0.0
C -0.70039 0.01691 -0.68605 1.2 0.9 -1.0
N 1.58856 1.02695 -0.47069 1.3 -0.5 0.5
O 1.73646 0.42269 0.56853 -0.7 1.1 -2.1
H 0.00402 -2.38076 1.55340 2.4 -2.9 0.1
H -1.00933 -1.21663 2.27655 -0.6 0.2 -0.5
H 0.23374 1.47935 -2.12641 -0.2 -0.1 2.2
H 0.11062 2.07666 -0.29543 -1.3 0.3 -0.8
H -1.22882 -0.40991 -1.53764 -0.6 0.2 0.5
```
Forces are in eV/Å.

Atomic partial charges in e from the natural (NBO) method, atoms 1 to 2: number 1, C, carries 0.148; number 2, C, carries -0.482

=====

No. 2
This record from the Open Molecules 2025 dataset describes the molecule C7H10. The level of theory is ωB97M-V/def2-TZVPD.

Results
spin multiplicity = 1
F_max = 0.5 eV/Å
HOMO level = -8.0973 eV
relative energy (zero: lowest compared OMol25 entry of this formula, charge and spin) = 128.40 kcal/mol
E_LUMO = 1.01 eV

```
17
Properties=species:S:1:pos:R:3:forces:R:3
C -1.59174 -0.08699 0.52405 0.0 0.1 0.1
C -0.73504 -0.80021 -0.51247 0.0 -0.1 0.1
C -0.55521 -0.10703 -1.86312 -0.2 0.1 -0.1
C 0.74075 -0.64321 -0.62017 -0.1 0.0 0.1
C 1.27071 0.65214 0.01544 0.0 0.1 0.0
C 1.57103 0.30891 1.40991 0.1 -0.1 0.5
C 1.79856 -0.00112 2.55099 -0.1 0.1 -0.4
H -2.65546 -0.21358 0.29512 0.2 0.0 0.0
H -1.40670 -0.50507 1.51873 0.0 0.0 -0.1
H -1.38958 0.98724 0.57427 0.0 -0.2 0.0
H -1.05523 -1.83816 -0.63320 0.1 0.2 0.0
H -0.90301 -0.68076 -2.72168 0.1 0.1 0.1
H -0.84770 0.94290 -1.87309 0.1 -0.2 0.0
H 0.61047 -0.21325 -2.02220 0.0 0.1 -0.1
H 0.59530 1.52243 0.00791 0.1 -0.2 0.0
H 2.19992 0.96183 -0.47697 -0.1 -0.1 0.1
H 2.02064 -0.26024 3.56269 -0.1 0.0 -0.2
```
Forces are in eV/Å.

Atomic partial charges in e from the natural (NBO) method, atoms 1 to 2: number 1, C, carries -0.617; number 2, C, carries -0.301

=====

No. 3
This record from the Open Molecules 2025 dataset describes the molecule HNO2. The level of theory is ωB97M-V/def2-TZVPD.

Results
spin multiplicity = 1
F_max = 3.9 eV/Å
HOMO level = -10.7984 eV
relative energy (zero: lowest compared OMol25 entry of this formula, charge and spin) = 7.11 kcal/mol
E_LUMO = 0.03 eV

```
4
Properties=species:S:1:pos:R:3:forces:R:3
H -0.16374 -0.34577 -1.34121 -0.5 2.1 1.3
N 0.39042 -0.31642 0.53115 -1.1 0.8 -2.4
O -0.33307 0.38819 -0.63859 1.5 -3.4 -1.2
O 0.10639 0.27401 1.44865 0.2 0.5 2.4
```
Forces are in eV/Å.

Atomic partial charges in e from the natural (NBO) method, atoms 1 to 2: number 1, H, carries 0.459; number 2, N, carries 0.395

=====

No. 4
This record from the Open Molecules 2025 dataset describes a structure of composition C3H2FGdO2. The level of theory is ωB97M-V/def2-TZVPD.

Results
spin multiplicity = 9
F_max = 1.5 eV/Å
HOMO level (alpha / beta) = -9.8727 / -9.4828 eV
relative energy (zero: lowest compared OMol25 entry of this formula, charge and spin) = 118.48 kcal/mol
E_LUMO (alpha / beta) = -3.92 / -6.92 eV
total charge = +1

```
9
Properties=species:S:1:pos:R:3:forces:R:3
C -0.93096 -0.01626 -0.05921 -0.3 0.6 0.5
O -0.17696 -1.95033 -0.37645 -0.5 0.2 -0.1
C 0.38481 -0.71160 -0.15216 0.6 -0.1 0.6
C -1.42394 -1.24859 -0.23862 -0.2 0.1 -0.4
O 1.56734 -0.53273 -0.00910 -0.4 0.4 -0.3
Gd 3.47364 1.10515 0.14802 0.0 -0.1 0.0
H -1.28529 1.00257 0.23205 0.4 -1.3 -0.5
H -2.36532 -1.77992 -0.36333 0.3 0.2 0.2
F -4.23825 1.13317 -0.59638 0.0 0.0 0.0
```
Forces are in eV/Å.

Atomic partial charges in e from the Mulliken method, atoms 1 to 2: number 1, C, carries -0.318; number 2, O, carries -0.279

=====

No. 5
This record from the Open Molecules 2025 dataset describes a structure of composition C5H41N2O13S. The level of theory is ωB97M-V/def2-TZVPD.

Results
spin multiplicity = 1
F_max = 7.0 eV/Å
HOMO level = -11.2753 eV
relative energy (zero: lowest compared OMol25 entry of this formula, charge and spin) = 99.43 kcal/mol
E_LUMO = -2.12 eV
total charge = +1

```
62
Properties=species:S:1:pos:R:3:forces:R:3
C -1.60785 -0.79137 0.90567 -0.6 0.5 -0.5
N -0.60948 0.07454 0.26602 -0.8 -0.8 0.3
C -0.36948 -0.26401 -1.14235 0.1 -0.4 0.4
C 0.90221 0.40454 -1.63618 -0.5 0.5 -0.4
S 1.10703 0.18989 -3.42767 0.2 -0.1 0.0
C -3.01017 -0.20322 0.71605 0.3 0.3 0.1
N -3.09662 1.07990 1.47058 -5.4 -3.4 -0.8
C -3.34908 0.88862 2.92121 0.3 0.3 0.0
H -1.61990 -1.78390 0.44782 0.1 -0.2 0.2
H -1.37986 -0.89849 1.96830 -0.1 0.0 -0.3
H 0.24142 0.05819 0.81625 -0.5 -0.4 -0.8
H -0.30753 -1.36120 -1.26047 0.1 0.2 -0.2
H -1.23422 0.05286 -1.73226 0.1 0.1 0.0
H 0.89841 1.46737 -1.36796 -0.1 -0.4 -0.7
H 1.78391 -0.01144 -1.13769 -1.0 0.0 -0.7
H 0.21031 1.09170 -3.85933 0.0 -0.1 0.1
H -3.16457 0.03884 -0.33638 -0.2 -0.1 0.1
H -3.77802 -0.88699 1.07025 -0.1 -0.1 -0.1
H -2.21843 1.61059 1.35769 -0.1 -0.5 -0.7
H -3.81833 1.70990 1.05751 0.2 -0.7 0.0
H -2.57223 0.25673 3.35246 -0.1 0.0 -0.1
H -3.27870 1.86327 3.39706 -0.1 -0.1 0.1
H -4.32322 0.46225 3.14147 -0.1 -0.1 -0.3
H 1.08554 -3.56716 -2.51287 0.1 0.0 0.0
H 2.56522 -3.17369 -2.24347 -0.2 -0.4 -0.1
O 1.81874 -3.69095 -1.87756 0.2 0.3 0.2
H -1.06538 3.44950 -0.46852 -0.2 0.4 -0.2
H -0.95851 1.97201 -0.63846 -0.3 -0.3 0.0
O -1.51268 2.71647 -0.92903 0.4 -0.2 -0.1
H 2.42441 -1.45355 0.57137 0.1 -0.2 -0.2
H 2.74033 -1.74905 -0.94789 0.2 0.0 0.3
O 2.86780 -1.12850 -0.22153 0.9 0.9 0.1
H 1.03096 -0.93147 2.43824 0.0 -0.1 0.3
H 2.21993 -0.11177 3.02619 0.1 0.0 0.1
O 1.68055 -0.22075 2.23994 -0.1 0.0 0.1
H -0.50891 2.12531 1.74316 -0.1 0.1 -0.1
H -1.55396 3.21910 1.84407 0.1 0.4 0.1
O -1.44775 2.26938 1.97421 5.4 3.9 2.2
H 0.20065 -2.99529 -4.68973 0.0 0.2 0.1
H -0.32725 -4.30939 -4.14245 0.0 0.0 0.1
O -0.05940 -3.42343 -3.86628 -0.1 -0.3 -0.2
H 0.18151 -2.85678 3.40873 -0.1 0.1 0.0
H 0.59471 -2.80669 1.93075 -0.2 0.0 0.1
O 0.03914 -2.34482 2.60364 0.6 -0.5 0.1
H -3.17155 2.60051 -0.81843 -0.1 0.1 -0.1
H -4.62251 3.18484 -0.93375 0.0 0.0 -0.1
O -4.11439 2.45420 -0.57583 -0.2 0.0 0.0
H 0.56329 3.64383 0.65526 -0.1 0.3 0.1
H 0.38959 5.12373 0.17667 0.1 0.1 0.0
O -0.07272 4.39124 0.59017 0.2 -0.2 0.1
H 2.52245 -3.84224 1.03892 0.0 0.2 0.4
H 1.76165 -3.38438 -0.17033 -0.3 0.1 0.0
O 1.90168 -3.14673 0.78302 -0.2 -1.5 0.1
H 4.10186 1.78062 -0.14341 0.0 -0.2 0.0
H 3.17477 0.56163 -0.51972 0.7 0.2 0.2
O 3.28803 1.53798 -0.59596 0.1 0.1 0.0
H 4.82501 -2.40633 -2.32215 0.0 0.0 0.0
H 3.97486 -1.49520 -3.23582 0.0 0.0 0.0
O 3.93317 -2.07466 -2.46712 0.2 0.0 -0.4
H 1.24045 1.18517 1.37603 0.4 0.5 0.1
H 1.84902 1.94074 0.18708 0.2 0.1 0.2
O 1.03410 1.90799 0.74479 0.8 1.0 0.7
```
Forces are in eV/Å.

Atomic partial charges in e from the natural (NBO) method, atoms 1 to 2: number 1, C, carries -0.249; number 2, N, carries -0.681

=====

No. 6
This record from the Open Molecules 2025 dataset describes the molecule C5H10O2. The level of theory is ωB97M-V/def2-TZVPD.

Results
spin multiplicity = 1
F_max = 2.0 eV/Å
HOMO level = -9.7268 eV
relative energy (zero: lowest compared OMol25 entry of this formula, charge and spin) = 61.05 kcal/mol
E_LUMO = 1.02 eV

```
17
Properties=species:S:1:pos:R:3:forces:R:3
C -0.89834 -2.07558 1.19176 0.1 0.1 -0.1
C -1.13100 -0.68788 0.57275 -0.4 0.2 0.0
O -0.11030 -0.30997 -0.34901 -0.4 0.4 -0.6
C 0.26521 1.12582 -0.54352 -0.6 -1.0 0.2
C 1.61982 1.14814 0.14051 0.1 -0.6 0.2
C 0.29528 1.25558 -2.05543 -0.3 0.0 -0.1
O -0.50334 1.88264 -2.70200 0.3 -0.1 0.3
H -0.01075 -2.10892 1.83446 -0.1 0.1 -0.2
H -1.76443 -2.34071 1.81909 0.2 0.2 -0.2
H -0.79870 -2.85531 0.42952 0.0 0.2 0.0
H -2.07564 -0.70322 0.02144 -0.1 0.1 0.2
H -1.21069 0.04615 1.38577 0.0 0.0 -0.1
H -0.46985 1.82095 -0.12536 -0.1 -0.3 0.0
H 1.74695 1.82759 0.98785 -0.2 0.0 -0.3
H 1.44502 0.10256 0.45177 1.8 0.5 0.8
H 2.49467 1.19919 -0.51827 -0.3 0.1 0.0
H 1.10610 0.67297 -2.54132 -0.1 0.1 0.0
```
Forces are in eV/Å.

Atomic partial charges in e from the natural (NBO) method, atoms 1 to 2: number 1, C, carries -0.625; number 2, C, carries -0.056

=====

No. 7
This record from the Open Molecules 2025 dataset describes a cluster of 2 separate species, C3H7ClN2O in total. The level of theory is ωB97M-V/def2-TZVPD.

Results
spin multiplicity = 1
F_max = 4.6 eV/Å
HOMO level = -9.8136 eV
relative energy (zero: lowest compared OMol25 entry of this formula, charge and spin) = 48.43 kcal/mol
E_LUMO = 0.79 eV

```
14
Properties=species:S:1:pos:R:3:forces:R:3
C 0.27819 1.52739 0.44711 0.4 -1.1 -2.5
C 0.80182 0.67169 -0.64894 -2.9 0.4 -2.1
C 1.15577 -0.78937 -0.55511 0.1 1.1 0.1
N 0.80873 -1.50488 -1.49420 -0.4 0.1 -1.2
N -1.95372 -0.75217 0.69504 1.8 -0.5 -3.7
O 1.52638 1.68311 -0.07837 2.8 0.9 0.0
Cl 2.01742 -1.22405 0.90787 0.1 -0.2 0.1
H -0.40819 2.23175 0.20718 -2.0 2.3 -1.4
H 0.11676 1.28830 1.39451 0.3 -1.8 4.2
H 0.27886 0.96808 -1.67267 1.5 -1.0 1.9
H -1.05791 -0.95424 1.07612 0.7 0.2 -0.2
H 1.00272 -2.47927 -1.61723 0.3 -0.5 0.7
H -2.00393 -0.04805 -0.05137 0.3 -0.6 0.9
H -2.56290 -0.61827 1.39006 -2.9 0.8 3.0
```
Forces are in eV/Å.

Atomic partial charges in e from the natural (NBO) method, atoms 1 to 2: number 1, C, carries -0.076; number 2, C, carries -0.007